{
  "formula": "C4H7N3O",
  "method": "the ωB97M-V functional and the def2-TZVPD basis",
  "species": ["H", "N", "C", "C", "C", "C", "N", "H", "N", "O", "H", "H", "H", "H", "H"],
  "coordinates": [[3.0145, -0.1066, 0.1277], [2.2136, -0.7198, -0.1131], [1.1525, -0.0668, -0.0779], [0.5965, 1.2446, 0.1170], [-0.9953, 0.9459, -0.0934], [-1.1974, -0.5611, -0.1033], [-2.4110, -1.0831, -0.0573], [-3.0839, -0.3633, 0.2836], [0.0892, -0.9190, -0.0527], [0.3020, -2.2830, 0.1506], [0.7279, 1.4716, 1.2100], [1.0000, 1.7107, -0.6673], [-1.1699, 1.4664, -1.0860], [-1.4644, 1.5119, 0.7999], [1.2258, -2.2484, -0.4378]],
  "de_lowest_ev": 4.4794,
  "e_homo_ha": -0.326,
  "orbital_gap_ev": 9.5,
  "e_tot_ev": -10775.2679,
  "smiles": "[H]/N=C1\\CC/C(=N\\[H])N1O",
  "lumo_energy_ha": 0.02197,
  "fmax_ha_per_bohr": 0.1047
}